DFT (wB97M-V/def2-TZVPD) results for a molecular structure, C4H9BF6IO8PSTa at a distorted geometry.

Atoms and positions in Å:
O 0.35557 3.40919 0.44663
P -0.66334 2.33234 0.45346
O -1.07382 1.93457 1.97810
O -2.07498 2.94265 -0.08694
Ta 0.09846 0.19047 -0.81637
I 1.45497 1.52133 -2.85134
C 1.81073 0.54586 0.58093
C 1.75013 -0.34359 1.81965
O 0.89925 0.18255 2.81086
C 3.14380 -0.61129 2.38878
F 3.95888 0.46775 2.31278
F 3.75367 -1.59876 1.70426
F 3.11807 -0.97149 3.68143
B -2.03695 0.86258 -1.66525
O -2.19260 1.36105 -2.95854
O -3.18981 0.64031 -0.94791
S 0.11713 -2.19120 -1.84085
O 0.36150 -2.16780 -3.27315
O 1.05085 -2.88045 -0.95039
C -1.43733 -3.22247 -1.72166
F -1.83084 -3.33204 -0.44281
F -1.23623 -4.45425 -2.20945
F -2.42807 -2.63616 -2.41526
H -1.37185 1.01636 2.01415
H -2.80811 2.71353 0.49299
H -0.83040 -0.58181 0.52795
H 1.94164 1.58467 0.89857
H 2.67750 0.30014 -0.05086
H 1.35851 -1.34216 1.58804
H 1.18079 1.07984 3.02630
H -1.91058 2.27635 -3.04621
H -3.94653 0.97192 -1.44791

## Properties
Charge: -1
Lowest unoccupied orbital energy in eV: 1.49
Energy in eV: -67437.26938

Listed below, in e, are the Mulliken charges computed for each atom:
1. O -0.656
2. P 0.934
3. O -0.564
4. O -0.547
5. Ta -0.380
6. I -0.317
7. C -1.145
8. C 0.133
9. O -0.550
10. C 0.654
11. F -0.279
12. F -0.261
13. F -0.279
14. B 1.116
15. O -0.546
16. O -0.583
17. S 0.688
18. O -0.591
19. O -0.606
20. C 0.593
21. F -0.226
22. F -0.218
23. F -0.227
24. H 0.322
25. H 0.321
26. H -0.175
27. H 0.457
28. H 0.661
29. H 0.309
30. H 0.398
31. H 0.271
32. H 0.296